# 1
Here is a cluster of 19 separate species, C35H66Cl36N5O3 in total at a distorted geometry from OMol25. Energies are from ωB97M-V/def2-TZVPD.

Each line ends with the Mulliken charge.
CARTESIAN COORDINATES (ANGSTROEM)
Cl1 5.851 4.613 -0.431  -0.10
Cl2 0.606 -7.145 7.891  -0.19
Cl3 2.056 6.504 -0.106  -0.12
Cl4 -1.077 -2.785 -5.634  -0.11
Cl5 6.891 -1.706 -11.377  -0.15
Cl6 6.026 1.556 -9.544  -0.08
Cl7 1.313 1.220 6.225  -0.11
Cl8 4.983 -1.430 -4.232  -0.10
Cl9 1.035 1.321 -10.896  -0.15
Cl10 -8.110 1.558 -3.407  -0.17
Cl11 2.739 1.770 3.732  -0.14
Cl12 6.759 3.684 -7.692  -0.11
Cl13 2.487 -3.195 10.236  -0.13
Cl14 -7.960 6.032 -4.015  -0.14
Cl15 4.310 -2.075 -10.017  -0.16
Cl16 1.315 2.954 -3.194  -0.13
Cl17 -4.023 -4.184 3.541  0.03
Cl18 0.123 -1.180 -9.698  -0.15
Cl19 0.335 0.297 -2.488  -0.01
Cl20 -4.744 -3.016 10.228  -0.16
Cl21 -5.365 -5.858 10.538  -0.17
Cl22 4.648 1.656 -1.171  -0.11
Cl23 -6.998 2.622 -0.924  -0.11
Cl24 3.320 7.883 2.127  -0.12
Cl25 7.237 -0.097 -6.720  -0.07
Cl26 7.987 7.601 -4.809  -0.17
Cl27 -1.531 -5.146 7.916  0.01
Cl28 6.214 1.504 -3.656  -0.04
Cl29 6.665 6.744 1.393  -0.15
Cl30 2.579 -1.340 -2.541  -0.02
Cl31 8.990 -2.415 -6.398  -0.18
Cl32 7.053 4.997 -3.864  -0.05
Cl33 -9.492 5.316 -1.634  -0.17
Cl34 -0.286 -5.398 -6.672  -0.15
Cl35 0.012 -4.291 11.337  -0.13
Cl36 -5.065 -5.329 1.060  -0.20
O1 -1.311 1.367 2.205  0.02
O2 -2.220 2.075 4.152  -0.59
O3 -5.566 -1.546 2.406  -0.54
N1 -2.301 -2.294 -0.906  -0.18
N2 -7.391 -0.184 2.014  -0.49
N3 -0.611 -0.947 0.009  1.07
N4 -2.891 -0.227 0.093  1.16
N5 -0.296 -2.413 5.161  0.47
C1 -4.230 -0.860 -0.064  -0.93
C2 -1.842 -3.832 5.743  -1.89
C3 -0.490 -6.193 8.904  0.20
C4 0.684 -1.312 2.013  0.81
C5 -1.644 1.970 -0.152  -0.51
C6 -6.066 -0.693 1.724  -0.18
C7 6.069 -1.983 -9.839  0.29
C8 6.677 6.175 -0.277  -0.37
C9 -9.005 6.625 -2.722  -0.23
C10 -5.470 -4.573 2.613  -0.15
C11 1.822 7.643 1.231  -0.31
C12 1.066 1.302 -3.758  -0.35
C13 -8.475 2.293 -1.842  0.12
C14 6.777 3.144 -9.377  -0.42
C15 -0.112 -2.033 0.911  -1.18
C16 -0.771 -3.660 4.950  -0.07
C17 0.813 -1.698 4.540  0.04
C18 -2.032 -2.636 6.501  -0.59
C19 1.176 -2.251 3.143  -1.30
C20 8.117 -1.119 -5.572  -0.16
C21 1.734 2.447 5.021  -0.23
C22 1.716 -3.923 11.648  -0.29
C23 8.115 5.850 -4.997  -0.15
C24 -1.037 -3.847 -7.053  -0.06
C25 -5.382 -0.034 0.545  -0.69
C26 -1.771 2.402 1.309  -0.98
C27 -2.103 1.227 3.312  0.30
C28 -2.786 1.061 -0.641  -0.69
C29 -2.821 -0.110 3.483  1.52
C30 -1.038 -1.806 6.109  -0.83
C31 1.106 -0.441 -10.972  0.18
C32 3.946 -2.316 -3.110  -0.61
C33 -4.830 -4.591 9.428  0.36
C34 5.315 2.548 -2.547  -0.22
C35 -1.971 -1.144 -0.286  -0.85
H1 2.133 -0.758 -10.841  -0.13
H2 -0.031 -0.921 -0.848  -0.47
H3 5.991 3.307 -2.165  0.04
H4 8.830 -0.503 -5.034  0.31
H5 -2.798 -2.403 7.224  0.60
H6 3.545 -3.184 -3.621  0.36
H7 -8.999 3.235 -2.007  -0.15
H8 2.280 3.245 5.510  0.38
H9 -7.929 -0.992 2.310  0.35
H10 -5.534 -4.527 8.605  0.26
H11 -2.053 -4.022 -7.388  0.30
H12 7.412 -1.560 -4.880  0.11
H13 -2.779 2.743 1.579  0.42
H14 -6.092 0.183 -0.252  0.56
H15 2.232 -4.845 11.893  0.27
H16 -0.465 -3.363 -7.838  0.03
H17 1.471 -0.704 1.558  0.49
H18 -0.964 -2.537 1.384  0.45
H19 4.498 3.011 -3.089  0.37
H20 0.778 -3.250 2.959  0.56
H21 -1.097 3.250 1.442  0.43
H22 -2.451 -4.714 5.794  1.42
H23 -4.416 -1.021 -1.134  0.40
H24 -3.843 -4.845 9.059  -0.27
H25 -6.014 -3.656 2.420  -0.03
H26 -1.723 2.883 -0.760  0.52
H27 -6.084 -5.258 3.187  0.41
H28 1.703 -1.678 5.178  0.59
H29 -0.329 -4.336 4.238  0.36
H30 6.173 6.904 -0.901  0.30
H31 9.139 5.550 -4.804  0.32
H32 2.269 -2.260 3.101  0.26
H33 -2.958 -2.985 -0.573  0.14
H34 0.735 -0.766 -11.938  0.28
H35 -5.002 0.939 0.883  0.36
H36 1.777 -3.230 12.479  0.29
H37 6.302 -1.161 -9.173  -0.34
H38 0.401 1.317 -4.613  0.32
H39 7.832 5.584 -6.008  0.06
H40 -0.028 -0.616 2.463  -0.67
H41 -8.467 7.371 -2.149  0.27
H42 0.490 -0.659 4.445  -0.19
H43 7.705 6.056 -0.602  0.30
H44 -0.789 -0.805 6.430  0.37
H45 0.470 -2.789 0.373  0.25
H46 -1.110 -6.871 9.482  0.35
H47 -1.781 -2.534 -1.740  0.24
H48 -2.698 0.852 -1.718  0.31
H49 -9.895 7.062 -3.161  0.28
H50 -2.120 -0.822 3.936  -0.99
H51 1.502 8.596 0.823  0.29
H52 -9.095 1.610 -1.271  0.31
H53 1.066 7.251 1.902  0.26
H54 6.426 -2.915 -9.415  0.33
H55 2.024 0.869 -4.032  0.17
H56 -3.727 0.000 4.075  0.62
H57 4.542 -2.630 -2.260  0.31
H58 -3.112 -0.515 2.510  -0.96
H59 6.226 3.857 -9.981  0.33
H60 -0.657 1.574 -0.337  0.21
H61 0.818 2.832 4.584  0.13
H62 -7.271 0.475 2.779  0.31
H63 -3.691 1.666 -0.549  0.35
H64 -4.215 -1.816 0.470  0.69
H65 7.804 3.083 -9.716  0.28
H66 0.095 -5.560 9.572  -0.36

Values from the calculation:
2S+1 ... 1
Net charge ... +1
HOMO energy ... -9.804 eV
ΔE to the lowest compared entry with this formula, charge and spin ... 86.1 kJ/mol



# 2
Here is a structure of composition C35H68BBr2IO12SSi2 at a distorted geometry from OMol25. Energies are from ωB97M-V/def2-TZVPD.

Each line ends with the Mulliken charge.
CARTESIAN COORDINATES (ANGSTROEM)
I1 4.297 -0.124 2.986  -0.11
Br1 -2.397 4.912 0.382  -0.10
Br2 -1.590 7.555 -1.455  -0.21
S1 2.458 0.913 -1.909  -0.35
Si1 0.614 3.802 0.235  -1.03
Si2 3.064 2.635 -0.805  0.23
O1 -5.581 -0.274 -2.297  -0.29
O2 -0.163 2.348 0.277  1.10
O3 -0.121 -3.623 1.386  -0.31
O4 0.260 -8.405 -4.546  -0.39
O5 1.080 3.254 3.094  -0.32
O6 3.342 4.302 7.142  -0.34
O7 1.941 3.838 -0.773  0.03
O8 -1.215 -3.679 -2.611  -0.39
O9 4.691 5.719 -2.166  -0.47
O10 1.421 5.539 2.436  -0.49
O11 2.002 0.433 1.216  -0.07
O12 4.764 5.000 -0.037  -0.61
C1 -2.785 1.186 1.835  -1.47
C2 0.069 -4.548 2.457  -0.58
C3 -6.348 0.638 -3.084  -0.42
C4 4.707 5.802 8.358  -0.52
C5 3.342 5.718 9.035  -0.55
C6 1.023 -3.880 3.440  -0.65
C7 1.456 -8.185 -3.795  -0.18
C8 0.678 -2.405 3.251  -0.38
C9 2.482 5.136 7.922  -0.46
C10 -2.870 0.263 -0.582  -1.81
C11 1.059 6.519 -1.496  -1.01
C12 -0.897 1.879 -0.862  -1.56
C13 1.992 -7.917 -6.081  -0.54
C14 2.616 -8.370 -4.763  -0.56
C15 -6.493 0.000 -4.459  -0.62
C16 0.567 -8.437 -5.942  -0.39
C17 -5.482 -1.531 -2.969  -0.10
C18 3.703 2.134 0.901  -0.70
C19 -4.626 1.909 0.254  -1.49
C20 3.079 0.900 1.472  -0.15
C21 -0.624 5.133 -0.276  0.08
C22 4.536 3.359 -1.748  -0.58
C23 4.705 4.542 7.503  -0.45
C24 0.405 -2.341 1.754  0.55
C25 -3.646 0.789 0.654  1.02
C26 -0.316 6.214 -0.991  0.32
C27 -6.488 -1.487 -4.112  -0.63
C28 -0.444 -4.807 -2.187  -0.19
C29 -2.430 -4.126 -3.215  -0.30
C30 -1.351 0.430 -0.615  3.58
C31 -0.801 -0.515 -1.709  -1.54
C32 4.684 4.750 -1.237  0.36
C33 1.933 3.473 4.238  -0.87
C34 -2.277 -5.625 -3.435  -0.41
C35 -1.366 -6.014 -2.275  -0.51
B1 1.089 4.220 2.150  0.74
H1 5.440 2.826 -1.487  0.42
H2 1.990 -6.826 -6.138  0.27
H3 -0.829 -6.947 -2.437  0.29
H4 -0.071 -4.627 -1.179  0.09
H5 2.877 3.909 3.942  0.35
H6 3.639 2.919 1.645  0.35
H7 0.703 5.942 2.931  0.26
H8 -5.628 0.241 -5.080  0.27
H9 -0.316 1.947 -1.778  0.54
H10 1.472 4.125 4.964  0.32
H11 -5.681 -2.334 -2.258  0.33
H12 1.432 -7.163 -3.399  0.03
H13 -0.312 -1.565 1.484  -0.41
H14 -2.593 -3.573 -4.143  0.28
H15 -0.162 -7.833 -6.483  0.26
H16 4.756 6.689 7.722  0.27
H17 -7.390 0.326 -4.984  0.38
H18 -1.788 2.481 -1.019  0.24
H19 2.498 -8.303 -6.963  0.34
H20 -4.284 2.410 -0.641  0.36
H21 3.641 0.557 -2.419  0.20
H22 -3.434 1.306 2.696  0.64
H23 -3.281 0.654 -1.505  0.13
H24 -0.717 -0.015 -2.665  0.39
H25 2.059 -4.062 3.143  0.25
H26 5.543 5.837 9.054  0.33
H27 5.303 4.642 6.596  0.28
H28 1.812 6.350 -0.739  0.06
H29 -1.422 -1.391 -1.791  0.22
H30 -4.264 -0.037 0.987  0.49
H31 4.363 3.370 -2.815  0.40
H32 2.971 6.675 9.398  0.32
H33 -6.210 -2.133 -4.944  0.33
H34 1.468 -1.725 3.564  0.19
H35 -5.839 1.602 -3.114  0.25
H36 -3.230 -6.152 -3.442  0.39
H37 1.648 4.541 8.296  0.31
H38 -2.273 2.130 1.698  0.13
H39 -1.950 -6.109 -1.357  0.28
H40 0.160 -0.888 -1.384  0.23
H41 1.328 -2.169 1.190  0.02
H42 0.460 -5.485 2.056  0.29
H43 1.128 7.534 -1.854  0.57
H44 2.893 -9.425 -4.822  0.27
H45 1.280 5.869 -2.334  0.26
H46 -4.690 2.641 1.050  0.42
H47 4.543 6.539 -1.685  0.40
H48 -4.458 -1.645 -3.342  -0.01
H49 -5.616 1.522 0.057  0.15
H50 0.487 -9.472 -6.292  0.26
H51 3.500 -7.803 -4.476  0.34
H52 3.385 5.027 9.880  0.27
H53 5.072 3.678 8.066  0.27
H54 -0.227 -2.158 3.811  0.29
H55 -0.903 -4.748 2.922  0.30
H56 2.133 2.513 4.688  0.36
H57 -1.773 -5.820 -4.385  0.10
H58 -7.475 -1.792 -3.758  0.28
H59 1.488 -8.881 -2.956  0.32
H60 -2.049 0.431 2.079  0.01
H61 0.413 -4.912 -2.863  0.24
H62 -3.049 -0.804 -0.631  0.42
H63 2.083 5.926 7.276  0.27
H64 4.766 1.948 0.793  0.83
H65 -3.259 -3.907 -2.531  0.10
H66 0.895 -4.235 4.461  0.39
H67 -7.324 0.776 -2.605  0.28
H68 -0.884 0.105 0.302  -1.62

Values from the calculation:
2S+1 ... 1
HOMO energy ... -8.937 eV



# 3
Here is a cluster of 3 separate species, C35H68BrN4O3S3 in total at a distorted geometry from OMol25. Energies are from ωB97M-V/def2-TZVPD.

Each line ends with the Mulliken charge.
CARTESIAN COORDINATES (ANGSTROEM)
Br1 0.809 -1.874 -0.476  -0.02
S1 -2.130 -1.235 1.848  1.06
S2 -0.602 2.084 -4.226  -0.10
S3 1.181 4.168 -2.875  -0.01
O1 -0.783 -1.695 2.490  -0.60
O2 -3.248 -2.047 2.610  -0.68
O3 -1.021 -6.783 0.688  -0.33
N1 5.652 4.966 -1.236  -0.55
N2 -2.015 -4.941 -0.691  0.21
N3 6.092 -3.026 3.796  -0.52
N4 -1.080 3.231 -1.462  0.21
C1 5.099 5.750 -3.847  -0.11
C2 -0.231 2.156 0.765  -0.14
C3 1.274 2.664 0.360  -0.12
C4 -3.535 3.848 -0.641  -0.07
C5 -0.892 -2.255 -3.392  -0.86
C6 4.707 -0.410 1.175  0.22
C7 4.016 -6.233 3.842  -1.07
C8 -1.388 -0.705 -3.614  0.09
C9 3.828 1.996 0.322  -0.28
C10 5.281 7.263 -3.981  -0.48
C11 -2.307 -1.678 0.032  -0.42
C12 -0.095 0.303 -3.934  -0.62
C13 -2.126 -6.365 -0.190  -0.52
C14 -5.775 0.493 2.702  -0.19
C15 -6.621 1.228 3.899  -0.90
C16 5.090 1.205 1.005  -0.79
C17 4.506 -5.950 2.425  -0.34
C18 2.481 2.077 1.311  -0.36
C19 -1.247 -4.002 0.255  -0.97
C20 -6.242 3.474 -0.204  -0.72
C21 -2.475 3.607 -1.909  -0.73
C22 -5.247 1.547 1.517  0.31
C23 5.940 -5.418 2.387  -0.37
C24 -1.038 1.934 -0.683  1.01
C25 6.023 -4.110 3.157  0.30
C26 -6.231 2.840 1.307  -0.61
C27 -1.598 -2.996 -2.111  -0.19
C28 5.401 5.322 -2.420  0.26
C29 4.592 -0.657 2.809  -0.93
C30 4.350 8.055 -3.069  -1.10
C31 -1.400 -4.656 -2.044  -0.82
C32 -1.498 -7.023 2.067  -0.50
C33 -0.230 3.171 -2.728  -0.26
C34 -4.946 3.094 -1.131  -0.48
C35 -1.093 -2.595 -0.578  1.00
H1 -4.793 1.940 -1.319  0.08
H2 -3.132 3.440 0.379  -0.03
H3 2.789 2.795 2.199  0.23
H4 -4.816 -0.028 3.137  0.07
H5 -7.358 2.526 1.543  0.21
H6 -2.211 -6.193 2.481  0.27
H7 5.778 5.228 -4.530  0.30
H8 -3.724 5.015 -0.622  0.43
H9 -3.020 -4.668 -0.841  0.44
H10 -2.245 -7.168 -1.034  0.31
H11 -2.084 -8.051 2.156  0.29
H12 -0.809 2.941 1.454  0.18
H13 -5.163 3.559 -2.209  0.38
H14 6.248 -5.245 1.350  0.28
H15 -0.396 1.140 -1.286  -0.24
H16 -6.009 3.732 2.069  0.28
H17 -2.047 -0.269 -2.751  -0.20
H18 -1.918 -4.048 1.216  0.28
H19 5.093 7.555 -5.021  0.31
H20 -0.170 -4.316 0.589  0.31
H21 -7.751 1.288 3.520  0.23
H22 4.663 -6.962 4.343  0.31
H23 3.913 0.226 3.216  0.28
H24 -2.367 4.601 -2.546  0.31
H25 1.363 3.850 0.351  0.29
H26 -2.769 -2.915 -2.258  0.20
H27 4.203 -1.721 3.104  0.16
H28 -6.452 -0.301 2.130  0.27
H29 6.079 1.246 0.359  0.29
H30 -2.333 0.161 2.039  0.16
H31 2.299 1.000 1.730  0.07
H32 0.414 -0.074 -4.944  0.44
H33 -5.082 0.884 0.566  -0.13
H34 3.685 -0.621 0.601  -0.30
H35 3.300 7.819 -3.279  0.27
H36 4.074 5.461 -4.101  0.12
H37 4.546 7.847 -2.013  0.36
H38 -6.356 4.655 -0.081  0.26
H39 4.451 -6.875 1.839  0.31
H40 -2.395 -0.709 -0.640  -0.30
H41 -1.931 -5.245 -2.915  0.42
H42 6.318 7.535 -3.752  0.30
H43 0.717 0.173 -3.092  0.15
H44 -2.919 2.761 -2.625  0.34
H45 -2.035 -0.700 -4.611  0.41
H46 3.988 -5.323 4.449  0.35
H47 -6.658 0.463 4.815  0.32
H48 5.361 1.621 2.072  0.34
H49 -4.204 1.956 1.929  0.01
H50 -0.130 1.096 1.278  -0.10
H51 -1.177 -2.899 -4.354  0.36
H52 4.227 3.078 0.027  0.18
H53 5.540 -1.110 0.707  0.33
H54 -3.116 -6.403 0.477  0.39
H55 2.999 -6.638 3.819  0.24
H56 -7.213 3.073 -0.748  0.30
H57 3.828 -5.229 1.953  0.21
H58 5.687 -0.469 3.245  0.30
H59 3.585 1.447 -0.708  0.19
H60 -0.524 -7.128 2.738  0.17
H61 -0.303 -5.074 -2.010  0.32
H62 1.484 2.234 -0.733  -0.24
H63 4.494 9.130 -3.220  0.33
H64 6.631 -6.142 2.830  0.31
H65 0.280 -2.237 -3.354  0.38
H66 -2.101 1.448 -0.505  -0.64
H67 -3.314 -2.277 -0.142  0.41
H68 -6.235 2.290 4.203  0.24

Values from the calculation:
2S+1 ... 1
Net charge ... +1
HOMO energy ... -10.466 eV